{"formula": "C15H26NOPPt", "method": "ωB97M-V with the def2-TZVPD basis set", "elements": ["C", "C", "C", "C", "C", "C", "C", "C", "N", "Pt", "C", "P", "H", "H", "H", "H", "H", "H", "H", "H", "C", "C", "H", "C", "C", "H", "H", "H", "H", "H", "H", "H", "H", "H", "H", "H", "H", "H", "H", "C", "C", "O", "H", "H", "H"], "xyz": [[2.61793, 1.07785, -4.18600], [2.64151, -0.20088, -3.63927], [2.03310, -0.45724, -2.41419], [1.36838, 0.52678, -1.70672], [1.33432, 1.82132, -2.23790], [1.94304, 2.08242, -3.48299], [2.21926, -1.84320, -1.91905], [2.06715, -1.97417, -0.40111], [3.03058, -1.30673, 0.42828], [0.36397, 0.04165, 0.07320], [0.63840, 2.87699, -1.44861], [0.48589, 2.28010, 0.30501], [3.16670, -1.00057, -4.14064], [1.90593, 3.05980, -3.93697], [3.11957, 1.26147, -5.12585], [-0.36434, 3.06967, -1.85171], [1.15394, 3.84171, -1.51033], [1.45240, -2.48951, -2.38531], [3.20818, -2.19901, -2.27170], [1.01553, -1.66701, -0.03628], [-0.77596, 3.34220, 1.00817], [2.07746, 2.85289, 0.96498], [2.05028, -3.03403, -0.12089], [3.98508, -0.33790, -0.07404], [3.38074, -1.96511, 1.66997], [-0.53546, -0.99047, 0.99084], [4.99015, -0.65957, 0.27332], [3.98943, -0.28072, -1.17254], [3.78928, 0.68237, 0.33022], [4.49105, -1.98049, 1.73862], [2.96291, -1.42419, 2.55290], [2.99962, -2.99763, 1.66437], [2.06698, 3.93556, 1.08798], [2.25977, 2.38514, 1.93729], [2.91681, 2.59707, 0.30380], [-0.55552, 4.39777, 0.82586], [-1.75471, 3.10569, 0.58542], [-0.81979, 3.17281, 2.09042], [-0.05243, 0.78188, 1.45516], [-2.49849, -0.41529, -0.85523], [-1.07131, -0.86267, -1.03006], [-0.74845, -1.61481, -1.93304], [-2.44351, 0.63621, -0.54052], [-2.92649, -1.03708, -0.06297], [-3.12122, -0.53819, -1.75477]], "forces_ev_per_a": [[0.64, -2.66, 0.08], [0.57, 1.78, -2.10], [0.55, -1.74, -0.99], [-0.17, 2.21, 1.24], [-0.06, -0.73, 0.21], [-0.56, 0.57, 0.58], [0.30, -0.04, 0.83], [-0.09, -1.53, -0.78], [0.77, -0.47, -0.27], [-1.05, 0.91, 1.68], [-0.27, 0.43, 0.07], [0.26, 2.36, -1.77], [0.01, -0.02, -0.18], [-0.10, 0.31, 0.13], [-0.08, 0.18, 0.01], [0.01, -0.16, 0.08], [0.04, -0.08, 0.15], [0.26, 0.18, 0.15], [-0.50, -0.08, 0.29], [1.01, -0.94, -0.21], [-0.20, 0.12, 0.53], [0.20, -0.39, 0.50], [0.25, 0.07, -0.08], [0.65, 0.42, 0.01], [0.29, -0.14, 0.76], [0.64, 0.29, 0.39], [-0.55, 0.33, -0.27], [-0.08, -0.05, 0.54], [0.00, -0.79, -0.11], [-0.78, 0.01, 0.19], [0.26, -0.23, -0.61], [0.08, 0.51, 0.11], [-0.11, 0.04, 0.00], [0.02, 0.15, -0.04], [-0.41, 0.00, 0.02], [0.04, -0.11, 0.00], [0.09, -0.04, 0.01], [-0.06, 0.09, -0.14], [0.19, -0.81, 0.30], [-0.36, 0.24, 0.31], [-1.75, -0.86, -3.72], [0.06, 0.89, 1.79], [-0.46, -0.45, 0.03], [-0.07, 0.26, 0.10], [0.51, -0.04, 0.18]], "s2": 6.032, "e_lumo_ev": [-6.157, -10.403], "spin_multiplicity": 5, "homo_lumo_gap_ev": [5.7, 5.5], "total_charge": 2, "total_energy_ev": -32026.496}


{"formula": "C5H10O3", "method": "ωB97M-V with the def2-TZVPD basis set", "elements": ["C", "C", "C", "O", "C", "O", "C", "O", "H", "H", "H", "H", "H", "H", "H", "H", "H", "H"], "xyz": [[1.90812, -1.50888, -0.50963], [1.48107, 0.04090, -0.26596], [-0.05047, 0.44273, 0.19946], [0.09639, 1.93492, 0.35304], [-1.30157, -0.18212, -0.50279], [-2.14866, 0.64412, -1.07226], [-1.25236, -0.11254, 1.12174], [-1.96178, 1.07022, 1.60465], [1.56606, -2.18110, -1.58525], [1.50864, -2.11328, 0.35537], [3.02836, -1.51533, -0.53681], [2.25517, 0.77048, 0.41546], [1.31507, 0.32868, -1.51360], [-0.23237, 1.91870, 1.33434], [-1.37257, -1.21185, -0.80064], [-1.46304, 1.34564, -1.00343], [-1.03550, -1.01164, 1.72766], [-2.34055, 1.34034, 0.67864]], "forces_ev_per_a": [[-0.66, -0.81, -0.53], [-1.38, 0.42, -2.60], [1.94, -0.62, -0.33], [-1.88, -2.90, 1.71], [2.28, -2.44, 4.87], [-0.48, 3.10, -1.04], [1.87, 1.56, -1.86], [-0.14, -1.90, -2.31], [0.65, 2.67, 3.17], [0.78, 0.33, -0.89], [-1.04, -0.25, 0.18], [-2.09, -2.40, -2.36], [1.15, 0.27, 3.73], [0.48, 0.98, -2.37], [0.71, -0.28, -0.51], [-1.55, 1.50, -1.27], [-0.79, 0.88, -0.05], [0.16, -0.12, 2.47]], "de_lowest_kj_mol": 613.4, "smiles": "CC[C@@]1(O)[C@H](O)[C@@H]1O", "e_lumo_ev": 0.748, "spin_multiplicity": 1, "homo_lumo_gap_ev": 10.1, "total_charge": 0, "total_energy_ev": -11483.829}


{"formula": "C4H5NO2", "method": "ωB97M-V with the def2-TZVPD basis set", "elements": ["N", "C", "C", "C", "O", "C", "O", "H", "H", "H", "H", "H"], "xyz": [[-2.14747, -0.43210, 0.04012], [-0.91006, 0.11318, -0.18526], [0.20604, -0.64092, -0.36455], [1.27804, 0.19082, 0.07241], [2.55722, -0.22380, 0.27346], [0.76314, 1.42280, 0.30045], [-0.61767, 1.38124, 0.14123], [-3.01427, -0.06460, -0.31928], [-2.01061, -1.43100, 0.06397], [0.24230, -1.54592, -0.95127], [2.50802, -1.17642, 0.43175], [1.19836, 2.38042, 0.52182]], "forces_ev_per_a": [[-0.12, 0.05, 0.00], [0.13, -0.26, 0.05], [0.10, 0.16, -0.25], [-0.11, 0.35, -0.17], [0.14, -0.07, -0.20], [0.30, 0.01, 0.11], [-0.08, -0.22, 0.23], [0.22, 0.01, -0.19], [-0.82, 0.07, -0.09], [0.10, -0.28, 0.51], [0.19, 0.25, -0.09], [-0.07, -0.07, 0.09]], "de_lowest_kj_mol": 161.0, "smiles": "Nc1cc(O)co1", "e_lumo_ev": 0.831, "spin_multiplicity": 1, "homo_lumo_gap_ev": 8.5, "total_charge": 0, "total_energy_ev": -9812.646}


{"formula": "C4H3AlLiO2", "method": "ωB97M-V with the def2-TZVPD basis set", "elements": ["Al", "O", "C", "H", "H", "C", "C", "C", "O", "Li", "H"], "xyz": [[2.87963, 0.29900, 1.30462], [1.09553, 0.46421, 0.16171], [0.54102, -0.77702, -0.26441], [0.87261, -1.32569, -1.16208], [0.61335, -1.49695, 0.56946], [-2.13783, -0.36915, -0.00479], [-0.87877, -0.32604, -0.49106], [-1.07432, 0.96555, 0.11706], [-1.33732, 2.15084, 0.12158], [2.00546, 1.59636, -0.93896], [-2.57935, -1.18110, 0.58688]], "forces_ev_per_a": [[-1.46, -0.23, -0.25], [4.17, -0.48, 0.36], [-0.87, -1.61, 0.00], [0.81, 0.77, 0.11], [-0.18, 0.05, -0.29], [0.98, 0.13, 1.55], [0.93, 1.86, 2.57], [-5.30, 1.62, -3.99], [1.95, -2.44, 1.21], [-0.72, 0.36, -0.51], [-0.30, -0.02, -0.76]], "e_lumo_ev": -5.553, "spin_multiplicity": 1, "homo_lumo_gap_ev": 6.1, "total_charge": 1, "total_energy_ev": -15082.432}


{"formula": "C4H10O2", "method": "ωB97M-V with the def2-TZVPD basis set", "elements": ["C", "O", "C", "C", "C", "O", "H", "H", "H", "H", "H", "H", "H", "H", "H", "H"], "xyz": [[-2.10491, -0.23225, 0.05372], [-3.26002, -0.73956, 0.45802], [-0.83252, -0.87969, -0.33964], [0.42177, -0.03921, -0.29669], [1.46262, -0.64080, 0.72401], [2.76274, -0.07225, 0.62742], [-0.41401, 2.85985, -1.52988], [-2.16388, 0.88256, -0.15995], [0.05522, 3.39488, -1.25868], [-0.73155, -1.90584, -0.09268], [-1.16732, -0.62375, 0.91319], [0.18859, 0.97702, 0.02452], [1.03741, 0.01118, -1.28991], [1.33694, -1.75314, 0.71367], [1.09159, -0.36300, 1.73432], [2.31734, -0.87601, -0.28143]], "forces_ev_per_a": [[-6.01, -0.37, -0.77], [5.01, 1.34, -1.64], [-0.89, 1.83, 3.84], [1.97, -0.26, -1.50], [-3.62, 1.30, 3.36], [-1.56, -4.00, -4.65], [0.41, 0.50, 0.23], [0.68, -0.96, 0.52], [-0.42, -0.48, -0.24], [-0.10, -1.35, -0.71], [1.19, -0.45, -0.57], [0.15, -0.03, -0.36], [-1.55, 0.07, 1.22], [0.62, 0.17, -0.11], [-0.29, -0.35, -0.23], [4.41, 3.02, 1.61]], "de_lowest_kj_mol": 790.0, "e_lumo_ev": -0.012, "spin_multiplicity": 1, "homo_lumo_gap_ev": 9.6, "total_charge": 0, "total_energy_ev": -8397.359}